70
Properties=species:S:1:pos:R:3:forces:R:3 method="wB97M-V/def2-TZVPD" homo_ev=-10.679 e_above_lowest_kj_mol=100.46 smiles="O=C1OC[C@@H](F)O1.O=C1OC[C@@H](F)O1.O=C1OC[C@@H](F)O1.O=C1OC[C@@H](F)O1.O=C1OC[C@@H](F)O1.O=C1OC[C@@H](F)O1.O=C1OC[C@@H](F)O1" homo_lumo_gap_ev=10.57 total_energy_ev=-84138.142
C 0.737 5.147 -1.317 0.6 -0.4 -1.2
O 3.210 -1.527 4.905 1.2 0.0 0.0
H 1.654 -5.139 -4.841 -0.2 -0.1 -0.3
H 2.206 2.329 5.954 0.2 -0.1 -0.1
F -4.600 0.482 4.011 -0.3 0.0 0.2
O 1.830 6.976 -0.413 -0.9 0.0 0.3
O -3.587 0.324 1.223 -0.1 -0.3 -0.1
F -0.006 -0.820 -5.537 -0.2 -0.2 0.0
O -3.216 -0.894 -4.338 -0.1 0.9 0.3
F 3.852 -3.618 4.162 0.5 0.3 -0.5
C -1.999 -0.159 -4.393 0.3 0.1 0.5
O -1.532 -5.105 -5.450 0.9 -0.1 -0.9
H 1.754 -4.363 5.456 0.4 -0.1 -0.3
O -0.565 -0.466 -1.288 -0.1 1.0 0.3
C -2.685 -0.420 1.897 0.3 0.6 -0.3
H -4.838 1.861 1.750 0.0 -0.1 0.3
O -1.384 -6.193 -7.429 0.0 -0.4 -0.2
C 1.121 -0.521 0.229 1.4 1.3 -1.0
H -0.774 -4.502 -3.624 -0.2 0.1 -0.1
C -0.479 -4.571 -4.672 0.1 0.2 1.8
C 2.012 -3.315 5.569 0.1 -0.2 -0.1
O -2.027 -1.284 1.428 0.0 -0.4 0.1
H 2.070 -0.004 0.363 0.1 -0.3 0.3
H -3.054 1.793 4.033 -0.5 0.2 0.2
C -0.920 -5.914 -6.381 -0.7 0.5 0.8
C -3.551 1.061 3.403 1.5 -0.1 -0.8
C 2.404 6.667 -1.590 0.7 0.4 -0.8
O 0.272 -6.342 -5.893 0.9 0.6 -0.2
C 0.649 -5.560 -4.761 -0.2 -1.4 -0.4
O -2.541 0.075 3.157 -0.5 -0.1 0.4
C 1.953 -1.388 4.458 -0.5 -0.8 -1.3
C -3.085 -2.029 -5.039 -0.8 -0.6 0.7
H 1.698 -3.010 6.569 0.2 0.2 0.0
H 1.811 3.930 5.269 0.5 0.1 -0.2
F -0.431 3.345 4.954 0.1 -0.2 0.0
O 1.294 -2.556 4.586 -0.3 0.3 0.7
O 2.362 1.972 1.804 -0.3 0.7 0.2
O 2.737 2.533 3.956 -0.1 0.4 0.1
O 0.663 2.576 3.174 -0.3 -0.7 -0.4
H -2.135 0.921 -4.421 -0.5 -0.1 -0.3
H 1.057 4.171 -0.947 -0.1 0.1 0.5
O -1.939 -2.003 -5.767 0.2 0.4 -0.4
C 0.222 0.442 -0.503 -1.4 -0.9 0.8
F 0.905 1.284 -1.323 0.0 0.0 -0.1
H -3.094 2.244 1.651 -0.1 0.2 0.2
H -0.445 1.009 0.147 0.0 0.1 -0.3
F 0.715 -6.463 -3.712 -0.2 0.6 0.0
C 3.455 -2.890 5.223 -1.9 -0.3 1.1
C 1.966 2.358 2.857 0.5 -0.8 0.1
O -3.884 -2.905 -4.964 0.6 0.1 -0.6
C 1.888 2.862 5.063 -0.2 -0.2 0.0
H -0.139 -3.584 -4.983 -0.3 0.0 -0.3
H 0.200 1.452 4.885 -0.1 -0.1 -0.4
C -1.361 -0.713 -5.645 0.1 0.2 0.1
C 0.179 -1.576 -1.502 0.4 0.0 -1.7
O 1.790 5.638 -2.168 -0.5 -0.6 0.1
H -1.426 -0.359 -3.488 0.2 -0.3 -0.2
O -0.073 -2.390 -2.340 -0.1 0.1 0.6
H -0.095 4.988 -2.000 -0.4 0.2 0.5
H 4.178 -2.957 6.026 0.2 0.1 -0.1
C 0.527 2.437 4.559 -0.4 0.8 0.5
C -3.835 1.508 1.974 -0.1 0.0 -0.1
H 0.732 -0.906 1.168 -0.2 -0.2 -0.2
C 0.625 6.227 -0.258 0.7 0.1 0.2
H -0.237 6.885 -0.357 0.0 0.0 0.2
O 1.509 -0.430 3.910 0.1 0.4 0.4
O 3.307 7.244 -2.097 0.2 0.2 0.4
H -1.581 -0.079 -6.510 0.1 -0.4 -0.2
F 0.658 5.709 0.997 -0.3 -0.1 0.1
O 1.315 -1.493 -0.814 -0.1 -0.9 1.2